(1)
Computed, not measured: a gas-phase ion, C6H11N2 (charge +1) at a distorted geometry, with wB97M-V/def2-TZVPD.

Last column: Mulliken charge in e.
Atoms and positions in Å:
C -1.969 -0.265 0.565  -0.597
C -0.647 0.171 1.165  -0.267
C -0.300 1.572 0.573  -1.034
C -0.617 0.743 -0.957  -0.267
C 0.336 0.311 0.077  0.242
C 1.891 -1.351 -0.688  -0.760
N -1.845 0.106 -0.810  -0.330
N 1.682 -0.082 -0.039  -0.070
H -2.013 -1.312 0.695  0.339
H -2.881 0.296 0.988  0.337
H -0.481 0.038 2.304  0.386
H -0.134 2.408 1.081  0.437
H -0.243 1.279 -1.878  0.368
H 2.997 -1.724 -0.717  0.335
H 1.168 -2.038 -0.121  0.309
H 1.487 -1.221 -1.735  0.331
H -2.681 0.542 -1.080  0.278
H 2.335 0.698 -0.475  0.458
H 1.917 -0.170 1.050  0.504

**Largest force on an atom**: 7.370 eV Å⁻¹
**Energy relative to the best compared isomer or geometry (same formula, charge and spin)**: 121.5 kcal/mol
**Total charge**: +1
**HOMO energy**: -0.446 Ha
**Gap between HOMO and LUMO**: 8.6 eV
**E_tot**: -344.32153 Ha

=====

(2)
Computed, not measured: a gas-phase ion, C6H11N2 (charge +1) at a distorted geometry, with wB97M-V/def2-TZVPD.

Last column: Mulliken charge in e.
Atoms and positions in Å:
C 1.090 -1.227 -0.344  0.228
C -0.436 1.127 2.920  -0.961
C 0.096 0.112 1.614  -0.416
C 0.381 -0.132 0.218  0.206
C -1.534 0.405 -1.495  -1.230
C -0.089 0.498 -1.070  0.240
N 1.715 -2.225 -0.099  -0.389
N 0.756 -0.482 -1.876  -0.333
H -0.959 2.125 2.655  0.302
H -1.231 0.582 3.380  0.338
H 0.520 -0.729 2.075  0.366
H -2.055 0.647 -0.553  0.324
H -1.906 -0.597 -1.827  0.400
H -1.695 0.988 -2.370  0.369
H 0.525 1.399 -1.267  0.362
H 2.259 -2.888 -0.543  0.252
H 1.682 -0.176 -2.130  0.322
H 0.392 -0.874 -2.738  0.288
H 0.491 1.447 3.451  0.330

**Largest force on an atom**: 6.256 eV Å⁻¹
**Energy relative to the best compared isomer or geometry (same formula, charge and spin)**: 108.6 kcal/mol
**Total charge**: +1
**HOMO energy**: -0.510 Ha
**Gap between HOMO and LUMO**: 9.5 eV
**E_tot**: -344.34205 Ha

=====

(3)
Computed, not measured: a gas-phase ion, C6H11N2 (charge +1) at a distorted geometry, with wB97M-V/def2-TZVPD.

Last column: Mulliken charge in e.
Atoms and positions in Å:
C -0.689 0.850 0.687  0.416
C -2.836 0.597 -0.527  -0.714
C 1.969 -0.189 0.081  -0.551
C 1.592 1.214 0.434  -0.612
C 0.781 -0.795 -0.576  0.185
C -0.107 -1.619 -0.087  -1.004
N -1.635 1.055 0.026  -0.072
N 0.426 1.135 1.293  -0.171
H -2.582 -0.322 -1.029  0.291
H -3.497 0.614 0.326  0.358
H 2.911 -0.195 -0.581  0.311
H 2.389 -0.819 0.935  0.323
H 2.445 1.823 0.935  0.321
H 1.306 1.674 -0.540  0.353
H 0.817 -0.562 -1.713  0.244
H -0.001 -2.114 0.866  0.310
H -0.715 -2.070 -0.873  0.344
H -2.979 1.279 -1.278  0.339
H 0.560 0.632 2.191  0.329

**Largest force on an atom**: 3.870 eV Å⁻¹
**Energy relative to the best compared isomer or geometry (same formula, charge and spin)**: 86.4 kcal/mol
**Total charge**: +1
**HOMO energy**: -0.525 Ha
**Gap between HOMO and LUMO**: 10.3 eV
**E_tot**: -344.37753 Ha

=====

(4)
Computed, not measured: a gas-phase ion, C6H11N2O (charge +1) at a distorted geometry, with wB97M-V/def2-TZVPD.

Last column: Mulliken charge in e.
Atoms and positions in Å:
C -2.192 1.200 -2.735  -0.662
C -1.029 1.095 -1.953  -0.154
C -0.970 0.356 -0.798  0.225
C 1.763 -0.810 1.169  0.735
C 2.660 -0.251 0.084  -1.259
C -0.700 -0.302 1.852  -1.109
N 2.080 -1.608 2.039  -0.552
N 0.338 -0.474 0.912  0.090
O 0.143 0.148 -0.237  -0.155
H -2.325 2.019 -3.527  0.259
H -3.071 0.760 -2.466  0.333
H -0.191 1.774 -2.164  0.316
H -1.925 0.055 -0.386  0.447
H 2.326 -0.794 -0.815  0.315
H 3.643 -0.475 0.264  0.393
H 2.643 0.733 -0.166  0.388
H -0.211 -0.418 2.839  0.407
H -1.138 0.632 1.619  0.491
H -1.386 -1.173 1.915  0.281
H 1.427 -1.994 2.625  0.211

**Largest force on an atom**: 4.869 eV Å⁻¹
**Energy relative to the best compared isomer or geometry (same formula, charge and spin)**: 138.9 kcal/mol
**Total charge**: +1
**HOMO energy (spin up / spin down)**: -0.492 / -0.492 Ha
**Gap between HOMO and LUMO (spin up / spin down)**: 7.5 / 7.5 eV
**E_tot**: -419.53557 Ha

=====

(5)
Computed, not measured: a gas-phase ion, C6H11N2O2S2 (charge +1) at a distorted geometry, with wB97M-V/def2-TZVPD.

Last column: Mulliken charge in e.
Atoms and positions in Å:
C 2.901 -0.238 0.352  0.224
C -0.876 0.735 -0.752  0.482
C 2.243 0.502 1.503  -0.859
C 0.553 1.091 -0.196  0.185
C -2.796 -2.249 -0.109  -1.130
C -2.308 -1.114 -1.009  -0.239
N 1.014 2.305 -0.502  -0.465
N 0.783 0.671 1.176  -0.107
O -1.402 1.468 -1.532  -0.511
O -1.211 -0.480 -0.331  -0.213
S 4.456 -0.651 0.290  -0.125
S 1.821 -0.422 -1.094  0.003
H 2.396 0.032 2.358  0.584
H 2.809 1.486 1.548  0.349
H -1.935 -2.780 0.312  0.311
H -3.380 -1.990 0.757  0.350
H -3.567 -2.786 -0.774  0.335
H -3.065 -0.331 -1.200  0.339
H -1.847 -1.595 -2.033  0.273
H 1.957 2.391 -0.442  0.204
H 0.627 2.791 -1.273  0.251
H 0.387 -0.217 1.129  0.384
H 0.440 1.381 1.819  0.376

**Largest force on an atom**: 5.508 eV Å⁻¹
**Energy relative to the best compared isomer or geometry (same formula, charge and spin)**: 36.9 kcal/mol
**Total charge**: +1
**HOMO energy**: -0.462 Ha
**Gap between HOMO and LUMO**: 8.3 eV
**E_tot**: -1291.27396 Ha

=====

(6)
Computed, not measured: 2 unconnected molecules or ions with the total composition C6H11N2O4 at a distorted geometry, with wB97M-V/def2-TZVPD.

Last column: Mulliken charge in e.
Atoms and positions in Å:
C 0.870 -2.996 2.768  0.319
C -1.593 -2.771 1.690  0.584
C -0.301 -0.737 -1.273  -0.852
C 0.063 1.713 -0.882  -0.966
C 1.506 0.077 0.101  -1.568
C -0.195 -2.127 2.288  0.415
N -0.612 -0.926 2.600  -0.194
N 0.178 0.349 -0.450  0.252
O 0.388 -3.138 3.915  -0.600
O -1.492 -3.639 0.894  -0.600
O 1.890 -3.443 2.213  -0.727
O -2.629 -2.130 1.998  -0.793
H -1.020 -0.550 -2.071  0.343
H 0.545 -1.294 -1.615  0.331
H -0.740 -1.389 -0.570  0.183
H 1.043 2.184 -1.147  0.285
H -0.518 1.752 -1.785  0.354
H -0.479 2.288 -0.052  0.213
H 1.853 0.696 0.877  0.406
H 1.501 -0.848 0.559  0.590
H 2.273 0.255 -0.704  0.464
H 0.068 -0.195 3.043  0.239
H -1.699 -0.828 2.568  0.322

**Largest force on an atom**: 4.903 eV Å⁻¹
**Energy relative to the best compared isomer or geometry (same formula, charge and spin)**: 3.5 kcal/mol
**Total charge**: -1
**HOMO energy**: -0.196 Ha
**Gap between HOMO and LUMO**: 8.5 eV
**E_tot**: -645.68815 Ha